3
Properties=species:S:1:pos:R:3:mulliken_charge:R:1 method="wB97M-V/def2-TZVPD" charge=+3 relative_energy_kcal_mol=9.2 homo_ha=-0.9361 e_tot_ha=-859.124807 homo_lumo_gap_ha=0.312 largest_force_ev_per_a=2.45
Mg 0.126 -2.261 0.639 1.32
Mg -0.014 2.497 -0.686 2.00
Cl -0.112 -0.236 0.047 -0.31

***

19
Properties=species:S:1:pos:R:3:mulliken_charge:R:1 method="wB97M-V/def2-TZVPD" relative_energy_kcal_mol=59.1 homo_ha=-0.3879 e_tot_ha=-198.794964 homo_lumo_gap_ha=0.427 smiles=CCC.CC largest_force_ev_per_a=4.16
C 1.809 -0.810 -0.696 -0.85
C 1.252 -2.063 -0.007 -0.30
C -0.266 -1.594 0.292 -1.01
H 2.910 -0.674 -0.831 0.33
H 1.144 -0.642 -1.656 0.23
H 1.935 0.030 0.072 0.20
H 1.892 -2.431 0.808 0.34
H 1.095 -2.854 -0.815 0.22
H -1.044 -2.436 0.708 0.29
H -0.781 -1.311 -0.643 0.33
H -0.197 -0.917 1.138 0.29
C -1.050 1.413 -0.335 -0.24
C -1.198 2.516 0.699 -0.96
H -0.861 1.738 -1.352 0.36
H -0.384 0.702 0.167 -0.27
H -2.164 0.902 -0.341 0.21
H -0.396 2.582 1.441 0.31
H -2.313 2.372 1.060 0.19
H -1.385 3.479 0.291 0.32

***

57
Properties=species:S:1:pos:R:3:mulliken_spin:R:1 method="wB97M-V/def2-TZVPD" charge=+1 relative_energy_kcal_mol=0.0 homo_ha="-0.3657 / -0.3658" spin_multiplicity=3 e_tot_ha=-2372.467171 homo_lumo_gap_ha="0.276 / 0.288" largest_force_ev_per_a=2.28
Pr -0.261 -0.876 -0.192 2.00
C 1.113 -3.669 0.823 0.00
C 0.686 -3.015 2.134 0.00
O 0.529 -1.573 1.984 0.00
C -0.193 -0.958 3.108 0.00
C -0.526 0.470 2.814 0.00
O -1.019 0.609 1.458 0.00
C -2.391 1.012 1.440 0.00
C -2.675 1.401 0.025 0.00
O -2.203 0.313 -0.783 0.00
C -2.964 -0.028 -1.944 0.00
C -2.981 -1.536 -2.081 0.00
O -1.648 -2.024 -1.763 0.00
C -1.611 -3.494 -1.654 0.00
C -0.182 -3.877 -1.389 0.00
O 0.232 -3.159 -0.210 0.00
H 1.021 -4.785 0.903 0.00
H 2.169 -3.476 0.584 0.00
H 1.439 -3.208 2.891 0.00
H -0.284 -3.414 2.481 0.00
H 0.441 -0.996 3.983 0.00
H -1.154 -1.497 3.283 0.00
H 0.333 1.122 2.871 0.00
H -1.312 0.811 3.480 0.00
H -2.498 1.843 2.151 0.00
H -3.034 0.136 1.789 0.00
H -2.083 2.292 -0.239 0.00
H -3.751 1.550 -0.149 0.00
H -2.454 0.395 -2.829 0.00
H -3.960 0.416 -1.849 0.00
H -3.229 -1.825 -3.123 0.00
H -3.741 -2.025 -1.413 0.00
H -2.045 -3.914 -2.595 0.00
H -2.265 -3.755 -0.792 0.00
H 0.522 -3.621 -2.167 0.00
H -0.099 -4.977 -1.233 0.00
C -0.121 4.310 -1.539 0.00
C 1.270 3.895 -1.123 0.00
O 1.103 2.447 -0.851 0.00
P 2.162 1.319 -1.209 0.00
O 1.901 0.214 -0.203 0.00
Te 1.502 -0.144 -3.127 -0.01
O 3.587 2.005 -1.110 0.00
C 4.853 1.873 -0.359 0.00
C 4.901 3.133 0.512 0.00
H -0.144 5.356 -1.852 0.00
H -0.825 4.193 -0.689 0.00
H -0.446 3.692 -2.386 0.00
H 1.625 4.376 -0.227 0.00
H 2.014 4.013 -1.918 0.00
H 5.619 1.914 -1.132 0.00
H 4.884 0.929 0.139 0.00
H 5.027 4.041 -0.095 0.00
H 5.771 3.054 1.155 0.00
H 4.016 3.310 1.139 0.00
N -3.387 -2.867 1.419 0.00
C -3.233 -1.730 1.661 0.00

***

11
Properties=species:S:1:pos:R:3:mulliken_charge:R:1 method="wB97M-V/def2-TZVPD" relative_energy_kcal_mol=38.2 homo_ha=-0.4124 e_tot_ha=-285.353782 homo_lumo_gap_ha=0.442 smiles=C[C@@]1(C#N)CO1 largest_force_ev_per_a=1.07
C 0.404 0.295 -1.253 -1.30
C 0.043 -0.246 0.120 1.30
C 1.139 -0.862 0.867 -0.13
N 2.025 -1.322 1.450 -0.39
C -1.062 0.307 0.917 -0.59
O -1.194 -0.929 0.238 -0.44
H 1.403 -0.028 -1.552 0.37
H -0.318 -0.090 -1.977 0.33
H 0.381 1.388 -1.271 0.31
H -1.030 0.238 2.004 0.29
H -1.626 1.141 0.498 0.26

***

135
Properties=species:S:1:pos:R:3:mulliken_spin:R:1 method="wB97M-V/def2-TZVPD" charge=-1 homo_ha="-0.1399 / -0.1437" spin_multiplicity=3 e_tot_ha=-5410.809350 homo_lumo_gap_ha="0.153 / 0.157" largest_force_ev_per_a=3.30
Mo -0.695 0.365 -0.830 1.97
C 3.385 9.528 -0.004 0.00
O 3.834 8.440 0.781 0.00
C 3.400 7.208 0.398 0.02
C 3.681 6.156 1.262 -0.01
C 3.241 4.880 0.959 0.03
C 2.521 4.604 -0.213 0.00
C 2.273 5.673 -1.069 0.02
C 2.709 6.964 -0.778 -0.01
C 1.970 3.269 -0.465 0.12
C 1.728 2.716 -1.683 -0.06
C 2.440 3.134 -2.875 0.05
C 2.121 2.280 -3.847 -0.04
C 1.136 1.339 -3.312 0.05
N 0.878 1.612 -1.976 0.06
C 0.591 0.370 -4.122 0.04
C -0.550 -0.403 -3.812 0.00
C -1.135 -1.370 -4.686 0.03
C -2.384 -1.642 -4.211 0.01
C -2.573 -0.860 -3.034 0.05
C -3.785 -0.613 -2.404 0.01
C -5.047 -1.133 -3.022 -0.01
C -5.462 -0.621 -4.244 -0.01
C -6.633 -1.061 -4.862 0.00
C -7.400 -2.039 -4.243 0.00
O -8.557 -2.541 -4.765 0.00
C -9.037 -1.930 -5.947 0.00
C -6.997 -2.566 -3.023 0.00
C -5.835 -2.116 -2.415 -0.01
C -3.871 0.236 -1.310 0.02
N -2.772 0.826 -0.699 -0.07
C -3.239 1.621 0.290 -0.03
C -2.238 2.356 1.002 0.08
C -2.475 3.439 1.971 -0.02
C -3.644 4.199 1.960 0.01
C -3.844 5.264 2.837 -0.01
C -2.852 5.606 3.745 0.01
O -2.950 6.642 4.625 0.00
C -4.111 7.442 4.515 0.00
C -1.679 4.868 3.783 -0.01
C -1.499 3.805 2.914 0.01
C -1.000 2.005 0.560 -0.25
C 0.794 -0.022 0.865 -0.03
C 1.930 1.028 0.899 -0.01
C 1.348 2.425 0.575 -0.01
N 0.142 2.709 0.768 0.03
C -4.650 1.527 0.357 0.04
C -5.041 0.672 -0.651 -0.05
N -1.387 -0.176 -2.748 -0.02
C 1.112 0.259 -5.526 -0.01
C 0.372 0.741 -6.601 0.00
C 0.848 0.672 -7.910 0.00
C 2.095 0.102 -8.150 0.00
O 2.656 -0.010 -9.388 0.00
C 1.916 0.526 -10.467 0.00
C 2.842 -0.397 -7.092 0.00
C 2.352 -0.316 -5.799 0.00
H 3.691 10.431 0.515 0.00
H 2.298 9.521 -0.106 0.00
H 3.836 9.519 -0.999 0.00
H 4.244 6.360 2.169 0.00
H 3.466 4.066 1.643 0.00
H 1.701 5.498 -1.975 0.00
H 2.481 7.768 -1.467 0.00
H 3.160 3.943 -2.895 0.00
H 2.497 2.261 -4.859 0.00
H -0.651 -1.783 -5.561 0.00
H -3.130 -2.306 -4.632 0.00
H -4.859 0.142 -4.727 0.00
H -6.923 -0.637 -5.815 0.00
H -9.991 -2.400 -6.171 0.00
H -8.357 -2.088 -6.787 0.00
H -9.188 -0.856 -5.810 0.00
H -7.608 -3.338 -2.563 0.00
H -5.520 -2.526 -1.458 0.00
H -4.411 3.982 1.227 0.00
H -4.773 5.818 2.789 0.00
H -3.997 8.254 5.227 0.00
H -5.014 6.876 4.761 0.00
H -4.216 7.856 3.511 0.00
H -0.913 5.145 4.501 0.00
H -0.573 3.245 2.971 0.01
H 1.218 -1.008 0.844 -0.01
H 3.192 -0.162 -0.031 0.00
H -5.291 2.010 1.082 0.01
H -6.046 0.353 -0.901 0.00
H -0.599 1.186 -6.411 0.00
H 0.242 1.062 -8.719 0.00
H 2.523 0.382 -11.355 0.00
H 1.725 1.595 -10.332 0.00
H 0.962 0.009 -10.596 0.00
H 3.807 -0.850 -7.303 0.00
H 2.941 -0.711 -4.974 0.00
Cl 3.958 2.091 6.464 0.00
C 3.394 1.684 4.865 0.00
C 4.304 1.646 3.806 0.00
C 3.870 1.358 2.525 0.00
C 2.522 1.107 2.290 -0.01
O 2.885 0.787 -0.057 0.00
C 1.646 1.069 3.373 0.01
C 0.325 0.580 3.154 0.00
O -0.013 0.008 2.148 -0.01
C 2.071 1.389 4.667 0.00
H 5.347 1.869 3.998 0.00
H 4.555 1.355 1.685 0.00
H -0.449 0.590 3.920 0.00
H 1.377 1.368 5.502 0.00
S -1.530 -1.740 0.330 -0.04
C -3.122 -2.273 0.260 0.02
N -4.177 -2.761 0.310 0.01
S 4.116 -2.546 -0.036 0.00
P 2.594 -3.233 -1.131 0.01
S 1.157 -2.017 -1.840 0.01
C 1.944 -4.680 -0.216 0.00
C 2.755 -5.813 -0.091 0.00
C 2.326 -6.903 0.653 0.00
C 1.085 -6.871 1.288 0.00
C 0.283 -5.746 1.172 0.00
C 0.713 -4.653 0.421 -0.01
C 3.244 -4.039 -2.642 0.00
C 4.569 -3.881 -3.027 0.00
C 5.044 -4.515 -4.175 0.00
C 4.195 -5.311 -4.931 0.00
C 2.864 -5.465 -4.550 0.00
C 2.389 -4.830 -3.412 0.00
H 3.727 -5.836 -0.571 0.00
H 2.959 -7.779 0.740 0.00
H 0.748 -7.725 1.867 0.00
H -0.690 -5.713 1.657 0.00
H 0.070 -3.790 0.308 0.00
H 5.222 -3.264 -2.419 0.00
H 6.080 -4.390 -4.473 0.00
H 4.567 -5.811 -5.819 0.00
H 2.198 -6.081 -5.144 0.00
H 1.350 -4.935 -3.118 0.00

***

11
Properties=species:S:1:pos:R:3:mulliken_charge:R:1 method="wB97M-V/def2-TZVPD" charge=-1 relative_energy_kcal_mol=77.5 homo_ha=-0.0614 e_tot_ha=-349.885241 homo_lumo_gap_ha=0.138 largest_force_ev_per_a=3.06
C 2.188 -0.435 -0.497 -0.50
O 3.101 0.371 -0.420 -0.42
O -0.787 1.584 -0.313 -0.60
O 1.176 -0.086 0.537 -0.16
C -1.056 0.399 -0.199 -0.88
C -0.095 -0.618 0.350 -0.41
H -1.911 -0.026 -0.768 0.51
H -0.075 -1.472 -0.355 0.28
H -0.516 -1.002 1.297 0.28
Li 1.325 1.848 0.255 0.80
H -3.349 -0.564 0.113 0.10